## 1
ORCA calculation (the ωB97M-V functional and the def2-TZVPD basis) on an isolated molecule of C6H6N2.

Each line ends with the Mulliken charge.
Positions of all 14 atoms, in Å:
C  -2.42450  -1.26681  -2.70507  -0.319
C  -1.84173  -0.69673  -1.75064  -0.305
C  -1.41266  -0.42884  -0.32585  -0.139
N  0.05075  -0.33407  -0.02968  -0.244
C  0.75713  0.00637  1.00684  0.275
C  1.79980  0.95872  1.06730  -0.368
C  2.60989  1.64676  2.05756  -0.006
N  3.62451  2.38160  2.67109  -0.419
H  -2.40751  -2.05608  -3.49944  0.293
H  -1.74290  -1.03882  0.63502  0.292
H  -1.98975  0.52242  -0.13449  0.261
H  0.36828  -0.14117  -0.95063  0.190
H  0.34608  -0.42909  1.96612  0.287
H  2.26261  0.87576  -0.00812  0.202

**E_LUMO**: -0.1 eV
**Total charge**: 0
**SMILES**: C#CCN/C=C/C#N
**Highest occupied orbital energy**: -8.434 eV

=====

## 2
ORCA calculation (the ωB97M-V functional and the def2-TZVPD basis) on an isolated molecule of C6H6N2.

Each line ends with the Mulliken charge.
Positions of all 14 atoms, in Å:
C  1.56517  -1.42624  1.97562  -0.331
C  1.28972  -1.26674  0.65562  0.641
C  2.77510  -0.84849  0.98939  -0.381
C  -0.39100  -0.71962  -1.02753  0.006
C  -1.30539  1.59094  -0.60766  -1.220
C  -1.34159  0.28599  -1.45677  -0.212
N  2.95942  -1.65815  1.94940  -0.313
N  0.34522  -0.80425  -0.09928  -0.077
H  1.10087  -1.05694  2.85497  0.246
H  -1.88398  2.37126  -0.91796  0.402
H  -0.26632  1.78615  -0.64981  0.323
H  -1.46973  1.24680  0.35941  0.320
H  -0.98741  0.61352  -2.37209  0.266
H  -2.39007  -0.11423  -1.65331  0.329

**E_LUMO (spin up / spin down)**: -0.4 / -0.4 eV
**Total charge**: 0
**Highest occupied orbital energy (spin up / spin down)**: -7.686 / -7.653 eV

=====

Energies relative to the most stable structure are 1 10.7; 2 0.0, reported in kJ/mol.

=====

## 1
ORCA calculation (the ωB97M-V functional and the def2-TZVPD basis) on a cluster of 2 separate species, C6H15NO in total.

Each line ends with the Mulliken charge.
Positions of all 23 atoms, in Å:
C  -1.47925  -1.12836  0.30165  -1.125
C  -1.42683  0.26725  -0.38462  0.160
C  -0.78987  1.14340  0.65077  -0.596
C  0.72533  0.84223  0.69953  -0.136
C  1.31787  0.68312  -0.50453  0.390
C  2.74036  0.35111  -0.84736  -1.506
N  -2.85871  0.64885  -0.55804  -0.759
H  -2.41436  -1.29078  0.72917  0.477
H  -1.41520  -1.99493  -0.43265  0.257
H  -0.64469  -1.33514  1.08393  0.191
H  -0.93618  0.22122  -1.35807  0.417
H  -1.38367  1.04546  1.67685  0.322
H  -0.92663  2.19955  0.43451  0.379
H  1.13397  0.82586  1.74625  0.383
H  0.67460  1.04068  -1.42677  0.364
H  3.22192  1.27034  -1.05972  0.410
H  3.33857  -0.26789  -0.12150  0.296
H  2.85024  -0.17576  -1.70539  0.456
H  -3.38126  0.54358  0.35409  0.315
H  -2.94555  1.68906  -0.73679  0.277
H  1.86432  -2.63514  -0.16646  0.327
H  2.34407  -1.70740  0.92162  0.282
O  1.51314  -2.11539  0.55932  -0.579

**E_LUMO (spin up / spin down)**: -4.3 / -8.3 eV
**Total charge**: +1
**Multiplicity**: 2
**Highest occupied orbital energy (spin up / spin down)**: -13.292 / -13.149 eV

=====

## 2
ORCA calculation (the ωB97M-V functional and the def2-TZVPD basis) on a structure of composition C6H15NO.

Each line ends with the Mulliken charge.
Positions of all 23 atoms, in Å:
C  -0.67049  0.27066  2.19204  -0.117
C  -1.07079  -1.05476  1.52846  -0.281
O  0.01311  -1.93716  1.29050  -0.495
C  0.76198  0.70881  1.93470  -1.115
N  0.75089  -0.72487  -0.95214  -0.071
C  1.44136  -0.49319  -2.24156  -0.979
C  -0.39370  -0.19688  -1.40105  0.012
C  -0.77317  1.22529  -1.69306  -1.032
H  -1.34975  1.03635  1.81155  0.278
H  -0.74591  0.14919  3.27342  0.319
H  -1.74279  -1.61289  2.19843  0.353
H  -1.48371  -0.90564  0.48968  0.060
H  0.58983  -1.55386  0.61873  0.485
H  1.52652  -0.06861  1.96631  0.359
H  1.06315  1.46698  2.66026  0.379
H  0.94729  1.01256  0.87577  0.150
H  1.01279  -0.86414  -3.19210  0.400
H  2.44854  -0.93773  -2.19496  0.376
H  1.80516  0.54500  -2.33227  0.369
H  -1.18030  -0.89231  -1.75726  0.446
H  -0.33314  1.90159  -0.95592  0.323
H  -0.77290  1.58086  -2.73388  0.382
H  -1.84395  1.34474  -1.38567  0.397

**E_LUMO (spin up / spin down)**: -6.4 / -7.4 eV
**Total charge**: +1
**Multiplicity**: 2
**Highest occupied orbital energy (spin up / spin down)**: -13.886 / -13.758 eV

=====

Energies relative to the most stable structure are 1 0.0; 2 120.3, reported in kJ/mol.

=====

## 1
ORCA calculation (the ωB97M-V functional and the def2-TZVPD basis) on an isolated molecule of C3H5N3S2.

Each line ends with the Mulliken charge.
Positions of all 13 atoms, in Å:
C  1.17869  -1.22117  -1.26922  -0.919
N  0.38107  -0.47130  -0.31983  -0.180
C  -0.97000  -0.38232  -0.51182  0.089
N  -1.78001  0.23843  0.26591  -0.707
N  -1.21491  0.89627  1.35938  0.101
C  0.00815  1.40828  1.49131  0.317
S  0.44352  2.46706  2.65615  -0.341
S  1.15037  0.99336  0.21660  -0.074
H  0.66251  -2.09437  -1.55424  0.405
H  2.10238  -1.52209  -0.83796  0.305
H  1.40885  -0.64588  -2.17532  0.336
H  -1.41572  -0.89433  -1.35208  0.417
H  -1.95489  1.22806  2.03112  0.252

**E_LUMO**: 0.1 eV
**Total charge**: 0
**SMILES**: CN1C=NNC(=S)S1
**Highest occupied orbital energy**: -8.622 eV

=====

## 2
ORCA calculation (the ωB97M-V functional and the def2-TZVPD basis) on an isolated molecule of C3H5N3S2.

Each line ends with the Mulliken charge.
Positions of all 13 atoms, in Å:
H  1.33487  2.67306  -0.80386  0.256
N  0.32393  2.90882  -0.31855  -0.584
C  -0.04778  1.87280  0.29113  0.132
N  0.46573  0.50969  0.27682  0.217
C  1.60573  0.12879  -0.17219  -0.050
S  2.18706  -1.38250  -0.27550  -0.277
N  -0.41445  -0.19754  1.08043  -0.477
C  -1.51441  -0.93431  0.59274  0.003
S  -2.43736  -0.60643  -0.62943  -0.268
H  -1.05444  1.64501  0.82256  0.341
H  2.19628  0.97013  -0.48523  0.138
H  0.19788  -0.58233  1.98543  0.313
H  -1.55753  -1.83335  1.41903  0.254

**E_LUMO**: -0.3 eV
**Total charge**: 0
**SMILES**: [H]/N=C\N(C=S)NC=S
**Highest occupied orbital energy**: -9.071 eV

=====

## 3
ORCA calculation (the ωB97M-V functional and the def2-TZVPD basis) on a cluster of 3 separate species, C3H5N3S2 in total.

Each line ends with the Mulliken charge.
Positions of all 13 atoms, in Å:
C  1.82412  -0.15735  -0.09834  0.705
C  0.99384  -1.19883  -0.18395  -0.420
C  -0.34986  -0.71476  -0.23736  -0.072
H  3.65356  0.60186  0.56527  0.280
H  3.42154  -1.46157  0.28622  0.293
H  1.38285  -2.18998  -0.59072  0.209
H  -1.35555  -2.68440  1.47358  0.110
H  -0.22660  2.85116  -1.13066  0.161
N  3.26743  -0.25004  -0.00402  -0.612
N  -0.11357  0.68116  0.23339  0.635
N  1.10779  0.98741  0.13762  -0.878
S  -1.94988  -1.43766  -0.03028  -0.219
S  -1.26987  1.77384  0.02686  -0.191

**E_LUMO**: -1.7 eV
**Total charge**: 0
**Highest occupied orbital energy**: -8.031 eV

=====

Energies relative to the most stable structure are 1 0.0; 2 192.0; 3 592.0, reported in kJ/mol.